[1]
A cluster of 2 separate species, C5H10N4O2 in total at a distorted geometry, computed with wB97M-V/def2-TZVPD.

Last column: Löwdin charge in e.
CARTESIAN COORDINATES (ANGSTROEM)
C (0.286, -1.311, -0.816)  -0.46
C (1.569, -2.152, -0.905)  -0.06
C (0.498, 0.292, 2.801)  -0.10
C (0.201, -0.281, -1.810)  -0.01
C (0.006, 1.072, 1.681)  -0.08
N (-0.515, -1.581, 0.090)  0.15
N (-1.204, 2.987, 0.720)  0.05
N (-0.666, 1.996, 1.259)  -0.12
N (-0.708, 0.631, -1.986)  -0.28
O (-0.649, 1.625, -2.758)  -0.01
O (-1.804, 0.641, -1.094)  0.03
H (1.943, -2.362, 0.119)  0.07
H (1.364, -3.261, -1.323)  0.13
H (2.334, -1.558, -1.537)  0.09
H (-0.108, 0.464, 3.754)  0.09
H (0.231, -0.826, 2.553)  0.10
H (1.545, 0.595, 2.957)  0.08
H (1.116, -0.096, -2.469)  0.16
H (-2.191, 1.519, -1.356)  0.13
H (-1.394, -1.072, 0.049)  0.05
H (-1.853, 2.681, 0.070)  -0.02

Gap between HOMO and LUMO: 7.9 eV
Relative energy (zero: lowest compared OMol25 entry of this formula, charge and spin): 685.8 kJ/mol

=====

[2]
A structure of composition C5H10O at a distorted geometry, computed with wB97M-V/def2-TZVPD.

Last column: Löwdin charge in e.
CARTESIAN COORDINATES (ANGSTROEM)
C (2.267, -0.031, -0.313)  -0.10
C (1.073, 0.494, 0.484)  -0.21
C (-0.239, 0.351, -0.274)  -0.42
C (-0.823, -1.056, -0.383)  0.02
C (-2.299, 0.012, 0.221)  -0.12
O (-1.311, 0.977, 0.448)  -0.12
H (2.147, -1.092, -0.556)  0.07
H (2.374, 0.515, -1.258)  0.07
H (3.203, 0.082, 0.244)  0.07
H (0.991, -0.019, 1.451)  0.12
H (1.208, 1.561, 0.709)  0.12
H (-0.132, 0.832, -1.259)  0.14
H (-0.655, -1.581, 0.561)  0.07
H (-1.924, -1.009, -0.726)  0.06
H (-2.772, -0.437, 1.097)  0.11
H (-3.110, 0.402, -0.444)  0.12

Gap between HOMO and LUMO: 9.4 eV
Relative energy (zero: lowest compared OMol25 entry of this formula, charge and spin): 444.2 kJ/mol

=====

[3]
A structure of composition C52H47BF5GeN7O3Pb at a distorted geometry, computed with wB97M-V/def2-TZVPD.

Last column: Löwdin charge in e.
CARTESIAN COORDINATES (ANGSTROEM)
Pb (-1.120, -0.645, -1.187)  1.26
C (-4.546, 3.448, 1.455)  -0.11
C (-4.251, 3.476, 0.096)  -0.09
C (-3.897, 2.315, -0.566)  -0.02
C (-3.831, 1.094, 0.115)  -0.30
C (-4.122, 1.076, 1.479)  -0.04
C (-4.480, 2.243, 2.139)  -0.10
N (-3.457, -0.049, -0.601)  -0.04
C (-4.358, -0.881, -1.090)  -0.23
C (-5.736, -0.889, -0.702)  -0.01
C (-6.598, -1.833, -1.174)  -0.08
C (-6.178, -2.812, -2.108)  -0.11
C (-4.903, -2.785, -2.585)  -0.02
C (-3.969, -1.832, -2.113)  -0.22
N (-2.715, -1.723, -2.582)  -0.06
N (-2.395, -2.327, -3.666)  0.08
C (-1.086, -2.206, -4.051)  -0.36
C (-0.725, -2.773, -5.286)  -0.01
C (0.582, -2.713, -5.704)  -0.06
C (1.528, -2.089, -4.891)  -0.06
C (1.103, -1.567, -3.688)  -0.14
N (-0.159, -1.610, -3.273)  0.00
H (-4.840, 4.356, 1.967)  0.09
H (-4.299, 4.412, -0.448)  0.10
H (-3.676, 2.323, -1.626)  0.11
H (-4.089, 0.136, 2.014)  0.11
H (-4.715, 2.204, 3.197)  0.10
H (-6.069, -0.153, 0.017)  0.10
H (-7.624, -1.838, -0.825)  0.10
H (-6.874, -3.572, -2.436)  0.09
H (-4.555, -3.504, -3.315)  0.10
H (-1.500, -3.261, -5.860)  0.11
H (0.880, -3.152, -6.648)  0.10
H (2.567, -2.024, -5.182)  0.10
H (1.815, -1.106, -3.013)  0.11
C (1.098, 4.498, 4.982)  -0.06
C (-0.025, 4.694, 3.962)  -0.19
N (-0.042, 3.609, 2.986)  -0.03
C (-0.782, 2.521, 3.293)  0.04
C (-0.707, 1.312, 2.662)  0.00
C (-1.614, 0.311, 3.238)  -0.41
O (-2.189, 0.480, 4.283)  0.13
O (-1.879, -0.786, 2.486)  0.22
C (0.262, 1.115, 1.593)  -0.31
O (0.530, 0.077, 0.998)  -0.08
C (1.022, 2.332, 1.258)  -0.05
C (1.963, 2.258, 0.240)  0.09
C (2.767, 3.330, -0.056)  -0.18
F (3.707, 3.135, -1.007)  0.06
C (2.641, 4.552, 0.601)  -0.12
C (1.650, 4.639, 1.584)  0.05
C (0.871, 3.540, 1.946)  -0.13
N (3.418, 5.717, 0.338)  -0.10
C (3.888, 6.491, 1.487)  -0.14
C (3.855, 7.987, 1.091)  -0.22
N (3.915, 8.031, -0.393)  -0.04
C (5.001, 7.125, -0.858)  -0.20
C (4.488, 5.678, -0.664)  -0.15
H (1.095, 5.296, 5.724)  0.08
H (2.066, 4.483, 4.482)  0.07
H (0.962, 3.544, 5.490)  0.08
H (0.074, 5.653, 3.455)  0.11
H (-0.988, 4.694, 4.469)  0.12
H (-1.495, 2.639, 4.097)  0.15
H (2.080, 1.322, -0.291)  0.14
H (1.466, 5.596, 2.044)  0.10
H (4.910, 6.199, 1.761)  0.13
H (3.254, 6.313, 2.348)  0.10
H (4.699, 8.537, 1.503)  0.09
H (2.925, 8.467, 1.398)  0.09
H (3.976, 9.015, -0.786)  0.00
H (3.042, 7.561, -0.691)  0.10
H (5.887, 7.321, -0.259)  0.10
H (5.234, 7.336, -1.902)  0.08
H (5.323, 5.033, -0.368)  0.13
H (4.082, 5.300, -1.597)  0.12
F (-0.897, 2.664, -1.744)  -0.12
C (-0.834, 1.494, -2.521)  -0.43
F (-1.776, 1.705, -3.537)  -0.12
H (0.144, 1.552, -3.030)  0.05
C (-1.694, -7.503, -2.374)  -0.13
C (-1.427, -7.639, -1.020)  -0.11
C (-0.879, -6.583, -0.300)  -0.11
C (-0.588, -5.358, -0.900)  -0.33
C (-0.857, -5.258, -2.268)  -0.16
C (-1.396, -6.303, -3.003)  -0.11
Ge (0.026, -3.609, -0.038)  0.92
C (0.736, -4.364, 1.719)  -0.32
C (2.036, -4.121, 2.171)  -0.12
C (2.508, -4.653, 3.363)  -0.11
C (1.693, -5.466, 4.138)  -0.13
C (0.390, -5.701, 3.726)  -0.11
C (-0.083, -5.135, 2.550)  -0.16
C (1.837, -3.489, -0.967)  -0.34
C (2.342, -4.403, -1.891)  -0.11
C (3.575, -4.213, -2.504)  -0.11
C (4.346, -3.100, -2.195)  -0.13
C (3.870, -2.178, -1.273)  -0.12
C (2.626, -2.368, -0.683)  -0.18
H (-2.125, -8.326, -2.933)  0.09
H (-1.652, -8.575, -0.520)  0.09
H (-0.663, -6.733, 0.750)  0.07
H (-0.624, -4.330, -2.770)  0.06
H (-1.596, -6.171, -4.061)  0.09
H (2.701, -3.510, 1.573)  0.07
H (3.524, -4.444, 3.681)  0.09
H (2.070, -5.902, 5.056)  0.09
H (-0.260, -6.329, 4.326)  0.09
H (-1.119, -5.290, 2.271)  0.09
H (1.759, -5.281, -2.144)  0.09
H (3.939, -4.940, -3.222)  0.09
H (5.307, -2.949, -2.674)  0.09
H (4.469, -1.309, -1.020)  0.09
H (2.240, -1.621, 0.007)  0.08
F (-3.171, -2.701, 2.237)  0.27
B (-2.389, -1.938, 2.983)  -0.83
F (-2.244, -2.314, 4.248)  0.27

Charge: -1
Gap between HOMO and LUMO (spin up / spin down): 3.3 / 4.4 eV
Multiplicity: 2